No. 1
{
  "formula": "C17H20BrFN2O4",
  "method": "wB97M-V/def2-TZVPD",
  "smiles": "CC(C)CCNC(=O)NC(=O)COC(=O)/C=C/c1cc(Br)ccc1F",
  "homo_energy_ev": -8.833,
  "symbols": ["C", "H", "H", "H", "C", "C", "H", "H", "H", "C", "C", "N", "C", "O", "N", "C", "O", "C", "H", "O", "C", "O", "C", "C", "C", "C", "C", "C", "C", "C", "F", "H", "H", "Br", "H", "H", "H", "H", "H", "H", "H", "H", "H", "H", "H"],
  "xyz": [[-4.43858, 4.11196, 3.32292], [-3.80318, 4.96825, 2.85638], [-4.14317, 4.07863, 4.28903], [-5.36939, 4.64431, 3.37566], [-4.28232, 2.98999, 2.47026], [-4.86486, 3.05410, 1.05526], [-4.85218, 2.02919, 0.52500], [-4.27845, 3.93651, 0.43760], [-5.92967, 3.56733, 0.93638], [-3.11505, 2.11252, 2.50662], [-2.11796, 2.76225, 1.68302], [-0.77423, 2.02788, 1.69621], [-0.06371, 1.54794, 0.83349], [-0.68916, 1.57440, -0.37325], [0.92115, 0.67616, 0.97469], [1.40423, 0.03875, 2.26001], [1.14207, 0.56815, 3.44761], [2.55061, -0.93075, 2.14031], [3.34665, -0.23936, 2.29350], [2.56631, -1.51106, 0.81547], [1.90750, -2.43907, 0.45754], [1.03930, -3.16855, 1.30503], [1.90828, -3.03064, -0.87006], [2.79646, -2.61656, -1.69892], [2.99699, -2.69725, -3.30834], [2.21203, -3.77635, -3.67996], [2.67022, -4.19726, -4.92252], [3.42015, -3.61954, -5.82536], [4.40433, -2.85305, -5.12262], [4.11598, -2.37454, -3.76151], [4.83574, -1.37614, -3.35512], [5.26958, -2.18689, -5.75475], [3.69016, -3.96964, -6.75653], [1.52220, -5.50156, -5.80786], [1.50335, -4.29376, -3.17393], [3.27392, -1.61089, -1.47081], [1.43115, -3.67944, -1.13795], [2.23616, -1.84550, 2.96449], [1.22565, 0.16480, 0.16819], [-0.48702, 1.59434, 2.68381], [-1.78983, 3.68522, 2.51239], [-2.24133, 2.73966, 0.75837], [-2.81072, 1.77016, 3.47105], [-3.14377, 1.08357, 1.99246], [-5.19561, 2.19176, 2.78675]]
}

=====

No. 2
{
  "formula": "C29H35BCeN4O6",
  "method": "wB97M-V/def2-TZVPD",
  "homo_energy_ev": [-6.881, -6.888],
  "symbols": ["Ce", "O", "C", "C", "C", "C", "C", "C", "C", "O", "N", "N", "C", "C", "C", "C", "C", "C", "N", "H", "H", "H", "H", "H", "H", "H", "H", "H", "H", "O", "C", "O", "C", "C", "C", "C", "C", "N", "H", "H", "H", "H", "C", "C", "C", "O", "B", "O", "C", "C", "C", "H", "H", "H", "H", "H", "H", "H", "H", "H", "H", "H", "H", "C", "C", "C", "C", "H", "H", "H", "H", "H", "H", "H", "H", "H"],
  "xyz": [[0.03093, 0.91487, 0.32822], [-3.55318, 0.62174, -2.79573], [-3.21956, -0.58790, -3.30845], [-4.07686, -1.15198, -4.24946], [-3.80832, -2.39660, -4.79100], [-2.68992, -3.10690, -4.38591], [-1.81205, -2.53748, -3.47532], [-2.02924, -1.26863, -2.95707], [-1.00246, -0.58026, -2.05287], [-1.64292, 0.04045, -0.96581], [0.02117, -1.55132, -1.63298], [0.46039, -1.29268, -0.46244], [1.43319, -2.00227, 0.10265], [1.81964, -1.68400, 1.42295], [2.88976, -2.35971, 2.05581], [3.19041, -2.10005, 3.36367], [2.43417, -1.15179, 4.06938], [1.44121, -0.49638, 3.38618], [1.12560, -0.71906, 2.10312], [-3.01154, 0.71062, -1.97700], [-4.96425, -0.59891, -4.53112], [-4.48059, -2.81385, -5.53043], [-2.50251, -4.09611, -4.78269], [-0.93431, -3.08223, -3.15581], [1.91833, -2.80853, -0.43180], [3.46147, -3.07460, 1.48001], [4.00738, -2.61863, 3.84811], [2.62353, -0.93795, 5.11066], [0.84888, 0.25851, 3.89310], [4.27984, 1.03499, 0.48120], [3.12917, 1.41650, 0.51514], [2.18199, 1.16685, -0.31572], [2.74730, 2.37272, 1.65549], [3.70554, 3.25901, 2.12992], [3.36121, 4.15472, 3.12467], [2.07009, 4.11739, 3.63793], [1.18262, 3.19807, 3.11537], [1.49974, 2.34333, 2.13890], [4.70036, 3.21534, 1.71044], [4.08310, 4.87066, 3.49447], [1.76196, 4.78583, 4.42919], [0.16558, 3.13927, 3.48909], [-1.91554, 6.35164, -1.10745], [-1.36266, 4.94914, -1.30263], [-1.78512, 4.41634, -2.67224], [-1.94115, 4.07434, -0.31446], [-1.03212, 3.14823, 0.11364], [0.23159, 3.50345, -0.41428], [0.16570, 4.79971, -1.03204], [0.68703, 5.80087, -0.00128], [1.04967, 4.81673, -2.26757], [-2.96866, 6.35380, -1.38600], [-1.38776, 7.06393, -1.74246], [-1.83568, 6.66926, -0.06907], [-2.87145, 4.34008, -2.69690], [-1.37785, 3.41898, -2.83646], [-1.45485, 5.07883, -3.47117], [0.07762, 5.76688, 0.90386], [0.68298, 6.81378, -0.40018], [1.70920, 5.53173, 0.26875], [0.82337, 3.97593, -2.92125], [2.09451, 4.73682, -1.96769], [0.90772, 5.74864, -2.81490], [-0.74051, 0.49036, -5.33377], [0.32668, 0.39757, -4.23824], [1.17363, -0.86311, -4.40886], [-0.26442, 0.57852, -2.83122], [-0.25988, 0.62353, -6.30460], [-1.40608, 1.33980, -5.16118], [-1.34732, -0.41446, -5.37488], [0.99891, 1.25362, -4.37147], [0.55901, -1.75244, -4.30170], [1.96796, -0.90914, -3.66271], [1.62360, -0.87431, -5.40351], [-0.99708, 1.38990, -2.87396], [0.56226, 0.89313, -2.16613]]
}

=====

No. 3
{
  "formula": "H5O2PSSi",
  "method": "wB97M-V/def2-TZVPD",
  "homo_energy_ev": [-6.108, -9.713],
  "multiplicity": 3,
  "symbols": ["O", "O", "Si", "P", "S", "H", "H", "H", "H", "H"],
  "xyz": [[0.39614, -1.88923, 0.28186], [-1.84849, -0.81749, -0.17169], [0.82555, 1.60910, -1.04539], [-0.48664, -0.54934, 0.61338], [-0.58187, -0.35926, 2.57221], [1.17253, -1.81506, 0.82063], [-2.12966, -1.79126, -0.17525], [2.23281, 1.66593, -0.63777], [0.01285, 1.38912, -2.30936], [0.40678, 2.55750, 0.05138]]
}

=====

Energy relative to the best compared isomer or geometry (same formula, charge and spin) in kJ/mol, matching the order above: 1496.21 16.16 108.85